Computed, not measured: a cluster of 2 separate species, C2H5NO3Si in total in a non-equilibrium geometry, with the ωB97M-V functional and the def2-TZVPD basis.

Structure (XYZ):
```
12
Properties=species:S:1:pos:R:3:nbo_charge:R:1
C 0.150 1.856 1.625 -0.25
O 0.447 1.842 0.264 -0.88
Si 0.683 0.460 -0.548 2.00
O 1.222 -0.812 0.079 -1.18
H 0.350 0.952 2.112 0.19
H -0.860 2.194 1.756 0.18
H 0.781 2.529 2.073 0.18
H 0.585 1.047 -1.736 -0.25
N -0.670 -3.075 -1.089 -0.75
C -0.849 -2.112 -1.761 0.85
O -1.143 -1.358 -2.605 -0.55
H -0.695 -3.523 -0.171 0.45
```

Its spin multiplicity is 1. The net charge is 0. The SMILES is CO[SiH]=O.N=C=O. The calculation puts the HOMO energy at -10.816 eV. The calculation puts the gap between HOMO and LUMO at 10.912 eV.

---

Computed, not measured: a cluster of 2 separate species, C2H5NO4 in total in a non-equilibrium geometry, with the ωB97M-V functional and the def2-TZVPD basis.

Structure (XYZ):
```
12
Properties=species:S:1:pos:R:3:nbo_charge:R:1
C -0.456 0.391 -0.574 -0.44
N -0.514 -0.688 0.370 0.10
O -0.310 -0.105 1.587 -0.60
O 0.457 -1.658 0.060 -0.57
H -1.027 1.144 -0.222 0.20
H 0.527 0.736 -0.572 0.18
H -0.827 0.077 -1.545 0.22
H -0.652 -0.730 2.284 0.49
H 1.365 -1.176 -0.127 0.43
O 1.209 2.489 1.048 -0.53
C 0.345 2.629 1.783 1.03
O -0.453 2.706 2.589 -0.51
```

Its spin multiplicity is 1. The net charge is 0. The SMILES is CN(O)O.O=C=O. The calculation puts the HOMO energy at -9.360 eV. The calculation puts the gap between HOMO and LUMO at 9.922 eV.

---

Computed, not measured: a cluster of 2 separate species, C2H5NO4 in total in a non-equilibrium geometry, with the ωB97M-V functional and the def2-TZVPD basis.

Structure (XYZ):
```
12
Properties=species:S:1:pos:R:3:nbo_charge:R:1
C 0.355 0.707 1.144 -0.74
C -0.989 0.102 1.416 0.79
O -1.256 -0.520 2.433 -0.57
O -1.877 0.269 0.414 -0.68
H 0.750 1.127 2.073 0.25
H 1.033 -0.060 0.764 0.24
H 0.281 1.525 0.423 0.21
H -1.498 0.690 -0.385 0.50
O -0.377 0.027 -2.043 -0.33
N 0.186 -1.062 -2.187 0.36
O 1.546 -0.947 -1.950 -0.51
H 1.846 -1.859 -2.102 0.49
```

Its spin multiplicity is 1. The net charge is 0. The SMILES is CC(=O)O.O=NO. The calculation puts the HOMO energy at -10.284 eV. The calculation puts the gap between HOMO and LUMO at 9.345 eV.

---

Computed, not measured: the ion C2H5NOP with charge +1 in a non-equilibrium geometry, with the ωB97M-V functional and the def2-TZVPD basis.

Structure (XYZ):
```
10
Properties=species:S:1:pos:R:3:nbo_charge:R:1
O 1.430 0.327 2.733 -0.90
P 0.355 -0.277 2.037 1.39
C 0.606 -0.036 0.031 -0.42
C -0.634 0.681 -0.426 -0.21
N -0.370 -0.680 -0.803 -0.51
H 1.583 0.176 -0.315 0.26
H -1.435 0.789 0.355 0.25
H -0.470 1.245 -1.287 0.25
H -0.766 -1.534 -0.510 0.44
H -0.300 -0.690 -1.814 0.45
```

Its spin multiplicity is 1. The net charge is +1. The SMILES is O=P[C@@H]1C[NH2+]1. The calculation puts the HOMO energy at -14.633 eV. The calculation puts the gap between HOMO and LUMO at 9.282 eV.

---

Computed, not measured: the molecule C2H5NOP2 in a non-equilibrium geometry, with the ωB97M-V functional and the def2-TZVPD basis.

Structure (XYZ):
```
11
Properties=species:S:1:pos:R:3:nbo_charge:R:1
C -2.764 -0.526 0.190 -0.04
C -0.900 0.591 -0.328 -0.14
N 1.621 0.146 -0.199 -1.23
O -2.165 0.450 -0.458 -0.47
P 0.346 -0.484 0.380 0.84
P 3.261 -0.192 -0.307 0.60
H -2.337 -1.080 1.069 0.17
H -3.796 -0.605 0.006 0.16
H -0.359 1.260 -1.086 0.21
H 3.415 1.100 -0.193 -0.05
H 3.678 -0.660 0.927 -0.07
```

Its spin multiplicity is 3. The expectation value of S² is 2.031. The net charge is 0. The calculation puts the HOMO energy (alpha / beta) at -7.190 / -8.735 eV. The calculation puts the gap between HOMO and LUMO (alpha / beta) at 7.900 / 7.484 eV.

---

Computed, not measured: a cluster of 2 separate species, C2H5NOS in total in a non-equilibrium geometry, with the ωB97M-V functional and the def2-TZVPD basis.

Structure (XYZ):
```
10
Properties=species:S:1:pos:R:3:nbo_charge:R:1
C -2.400 -0.734 0.450 -0.78
C -2.415 0.451 -0.096 0.73
O -2.385 1.538 -0.525 -0.46
H -1.399 -0.954 0.643 0.25
H -3.184 -1.332 0.743 0.26
N 1.467 1.026 -0.641 -0.97
S 1.378 0.313 0.956 0.15
H 1.841 0.426 -1.255 0.36
H 1.921 1.983 -0.732 0.38
H 0.017 0.369 0.918 0.09
```

Its spin multiplicity is 1. The net charge is 0. The SMILES is C=C=O.NS. The calculation puts the HOMO energy at -9.407 eV. The calculation puts the gap between HOMO and LUMO at 10.042 eV.

---

Computed, not measured: a cluster of 2 separate species, C2H5NOS in total in a non-equilibrium geometry, with the ωB97M-V functional and the def2-TZVPD basis.

Structure (XYZ):
```
10
Properties=species:S:1:pos:R:3:nbo_charge:R:1
C -0.544 0.168 0.074 0.55
C -1.649 -0.830 0.186 -0.72
N -0.470 1.345 0.018 -0.60
O 2.666 0.641 -0.248 -0.90
S 1.901 -0.871 -0.627 -0.04
H -1.603 -1.284 1.209 0.26
H -2.377 -0.010 0.105 0.26
H -1.735 -1.655 -0.543 0.27
H 0.234 1.981 -0.191 0.43
H 3.578 0.515 0.016 0.48
```

Its spin multiplicity is 1. The net charge is 0. The calculation puts the HOMO energy (alpha / beta) at -7.392 / -7.394 eV. The calculation puts the gap between HOMO and LUMO (alpha / beta) at 7.117 / 7.121 eV.

---

Computed, not measured: the molecule C2H5NOS in a non-equilibrium geometry, with the ωB97M-V functional and the def2-TZVPD basis.

Structure (XYZ):
```
10
Properties=species:S:1:pos:R:3:nbo_charge:R:1
C -0.153 -1.259 0.086 -0.46
N -0.171 0.206 -0.079 -0.19
O -1.440 0.882 -0.173 -0.54
C 0.939 1.147 0.096 -0.15
S 2.131 0.756 1.080 -0.03
H 0.976 -1.597 0.194 0.26
H -0.712 -1.581 1.062 0.21
H -0.841 -1.785 -0.704 0.21
H -1.422 0.995 -1.230 0.47
H 0.693 2.237 -0.331 0.22
```

Its spin multiplicity is 1. The net charge is 0. The SMILES is CN(O)C=S. The calculation puts the HOMO energy at -8.607 eV. The calculation puts the gap between HOMO and LUMO at 8.893 eV.

---

Computed, not measured: a cluster of 2 separate species, C2H5NOS in total in a non-equilibrium geometry, with the ωB97M-V functional and the def2-TZVPD basis.

Structure (XYZ):
```
10
Properties=species:S:1:pos:R:3:nbo_charge:R:1
C 0.207 0.716 -0.443 -0.15
C -0.519 -1.576 1.138 0.28
N -0.449 1.659 -1.095 -0.76
O 0.632 -1.949 1.197 -0.56
S 1.885 0.477 -0.578 0.03
H -1.032 -1.515 2.142 0.10
H -1.211 -1.232 0.224 0.14
H -1.393 1.537 -1.189 0.38
H -0.214 2.409 -1.748 0.36
H 2.092 -0.526 0.352 0.18
```

Its spin multiplicity is 1. The net charge is 0. The calculation puts the HOMO energy at -8.080 eV. The calculation puts the gap between HOMO and LUMO at 8.825 eV.

---

Computed, not measured: a cluster of 2 separate species, C2H5NOS in total in a non-equilibrium geometry, with the ωB97M-V functional and the def2-TZVPD basis.

Structure (XYZ):
```
10
Properties=species:S:1:pos:R:3:nbo_charge:R:1
C -1.865 0.463 -0.014 -0.71
C 1.913 0.038 -0.482 0.48
H -1.434 1.421 -0.434 0.24
H -2.817 0.108 -0.424 0.23
H -2.061 0.277 1.013 0.23
H 1.498 -1.487 1.449 0.34
H 1.281 0.182 -1.326 0.16
N 0.869 -0.070 0.616 -0.69
O 3.113 -0.062 -0.102 -0.53
S -0.497 -0.871 -0.295 0.25
```

Its spin multiplicity is 1. The net charge is 0. The calculation puts the HOMO energy at -9.300 eV. The calculation puts the gap between HOMO and LUMO at 7.990 eV.